[1]
This record from the Open Molecules 2025 dataset describes a 5-piece molecular cluster, C28H39NO14 overall at a distorted geometry. The level of theory is wB97M-V/def2-TZVPD.

Properties
HOMO: -8.3 eV
LUMO level: -1.7 eV
Structure (SMILES): [H]/N=C\CC1=CC(=O)C=C(Cc2ccc(C)cc2)C1=O.COC(=O)OC.COC(=O)OC.COC(=O)OC.COC(=O)OC

Geometry as ORCA input:
```
! RIJCOSX wB97M-V def2-TZVPD def2/J DEFGRID3
* xyz 0 1
C 4.21 4.39 2.54
C 3.06 3.85 1.47
C 1.64 3.22 2.04
C 0.53 2.64 0.98
C 0.86 2.74 -0.62
C -0.20 2.14 -1.72
C 0.32 0.74 -2.45
C -0.65 -0.12 -3.25
C -0.05 -1.49 -4.00
O -0.73 -2.64 -4.11
C 1.48 -1.30 -4.64
C 2.43 -0.45 -3.85
C 3.97 -0.08 -4.28
C 4.09 0.86 -5.65
N 3.26 1.92 -5.94
C 1.87 0.19 -2.41
O 2.67 0.17 -1.34
C 2.28 3.41 -1.22
C 3.41 3.99 -0.15
H 4.64 5.45 2.28
H 5.07 3.56 2.54
H 3.81 4.40 3.67
H 1.37 3.10 3.19
H -0.50 2.14 1.28
H -0.26 2.94 -2.60
H -1.32 2.06 -1.31
H -1.80 0.14 -3.36
H 1.82 -1.80 -5.66
H 4.67 -1.04 -4.32
H 4.42 0.59 -3.41
H 4.96 0.64 -6.39
H 2.55 2.01 -5.18
H 2.51 3.48 -2.39
H 4.43 4.48 -0.49
C -3.13 1.30 -8.34
O -2.47 2.39 -7.70
C -1.13 2.41 -7.88
O -0.48 1.61 -8.53
O -0.64 3.49 -7.22
C 0.78 3.65 -7.33
H -4.20 1.37 -8.13
H -2.99 1.35 -9.43
H -2.77 0.34 -7.95
H 1.07 3.79 -8.37
H 1.29 2.79 -6.89
H 1.06 4.54 -6.76
C 0.13 2.87 7.85
O -0.91 1.93 7.57
C -0.81 1.33 6.36
O 0.06 1.53 5.53
O -1.86 0.48 6.23
C -1.88 -0.23 4.99
H -0.05 3.29 8.85
H 1.10 2.37 7.86
H 0.12 3.69 7.13
H -0.99 -0.85 4.88
H -1.97 0.47 4.15
H -2.76 -0.88 4.99
C -5.95 -4.79 -0.11
O -4.67 -5.29 -0.50
C -3.81 -4.34 -0.96
O -4.05 -3.15 -1.07
O -2.65 -4.95 -1.29
C -1.65 -4.07 -1.80
H -6.55 -5.63 0.25
H -5.84 -4.06 0.71
H -6.46 -4.33 -0.96
H -1.38 -3.33 -1.05
H -1.99 -3.59 -2.73
H -0.76 -4.67 -2.03
C 0.30 -6.33 7.01
O -0.58 -5.21 6.91
C -0.13 -4.10 7.54
O 0.92 -3.99 8.15
O -1.05 -3.12 7.37
C -0.71 -1.87 7.98
H -0.16 -7.17 6.47
H 1.26 -6.11 6.54
H 0.43 -6.63 8.06
H 0.22 -1.47 7.55
H -0.61 -1.99 9.06
H -1.51 -1.16 7.78
*
```

=====

[2]
This record from the Open Molecules 2025 dataset describes a 3-piece molecular cluster, C28H40BBr2F3N3O7 overall at a distorted geometry. The level of theory is wB97M-V/def2-TZVPD.

Properties
HOMO: -10.3 eV
LUMO level: -4.3 eV

Geometry as ORCA input:
```
! RIJCOSX wB97M-V def2-TZVPD def2/J DEFGRID3
* xyz 1 1
C -1.87 -0.33 4.47
C -2.37 -0.29 2.94
O -2.70 -1.58 2.38
C -1.48 -2.33 2.16
C -1.42 -3.13 0.79
C -0.32 -2.62 -0.30
O 0.13 -1.28 -0.15
B -0.79 -0.25 -0.51
O -2.21 -0.21 -0.22
O -0.26 0.92 -1.21
C -0.94 -3.04 -1.71
C -0.25 -2.54 -3.05
C 1.29 -2.17 -3.02
C 1.91 -1.70 -4.43
F 2.74 -0.54 -4.21
Br 0.60 -1.48 -5.89
C 2.96 -2.86 -4.92
F 4.00 -3.08 -4.00
F 2.20 -4.07 -5.16
Br 3.73 -2.36 -6.68
N -1.14 -4.54 -1.87
C 0.16 -5.25 -1.61
N 0.62 -5.98 -2.62
C 1.93 -6.68 -2.49
C 1.90 -7.99 -3.46
O 2.89 -8.33 -4.12
O 0.71 -8.79 -3.52
N 0.75 -5.00 -0.33
C 0.99 -3.56 -0.03
C 1.50 -3.50 1.50
O 2.04 -2.23 1.90
C 3.49 -2.34 1.98
H -1.90 0.77 4.84
H -0.75 -0.62 4.54
H -2.53 -0.92 5.17
H -3.29 0.40 2.91
H -1.55 0.27 2.34
H -0.56 -1.65 2.30
H -1.42 -3.10 3.03
H -2.48 -3.07 0.33
H -1.29 -4.25 1.05
H -2.72 -0.77 -0.84
H -0.38 0.77 -2.17
H -2.03 -2.64 -1.73
H -0.43 -3.32 -3.88
H -0.83 -1.60 -3.40
H 1.59 -1.38 -2.23
H 1.87 -3.13 -2.75
H -1.87 -4.89 -1.25
H 0.09 -6.05 -3.50
H 2.16 -7.09 -1.45
H 2.75 -6.01 -2.91
H -0.07 -8.25 -3.78
H 1.54 -5.61 -0.08
H 1.90 -3.23 -0.64
H 2.39 -4.25 1.55
H 0.73 -3.93 2.25
H 3.76 -2.88 2.96
H 3.96 -2.81 1.06
H 3.90 -1.26 2.03
C 0.49 6.20 0.54
C -0.34 5.72 1.54
C -0.90 4.45 1.44
C -0.62 3.66 0.33
C 0.21 4.14 -0.68
C 0.76 5.41 -0.58
H 0.92 7.19 0.62
H -0.56 6.34 2.41
H -1.55 4.08 2.22
H -1.06 2.66 0.25
H 0.43 3.52 -1.54
H 1.40 5.78 -1.36
C -1.32 11.31 3.14
C -2.15 10.83 4.15
C -2.71 9.56 4.04
C -2.43 8.77 2.94
C -1.60 9.25 1.93
C -1.04 10.52 2.03
H -0.88 12.31 3.22
H -2.36 11.45 5.02
H -3.36 9.19 4.83
H -2.86 7.78 2.86
H -1.38 8.63 1.06
H -0.40 10.90 1.24
*
```

=====

[3]
This record from the Open Molecules 2025 dataset describes C28H40BMnN3O4 as an isolated structure at a distorted geometry. The level of theory is wB97M-V/def2-TZVPD.

Properties
⟨S²⟩: 8.941
HOMO (alpha / beta): -6.6 / -8.6 eV
LUMO level (alpha / beta): -0.2 / -0.4 eV

Geometry as ORCA input:
```
! RIJCOSX wB97M-V def2-TZVPD def2/J DEFGRID3
* xyz 0 6
Mn -0.17 -0.14 -0.17
N 0.00 1.87 1.39
C -0.88 2.90 0.82
C -1.37 2.51 -0.62
O -2.04 3.30 -1.24
O -0.99 1.36 -0.99
H -0.21 1.71 2.37
H 0.97 2.17 1.30
H -0.38 3.88 0.75
H -1.78 3.01 1.43
C 1.85 1.84 -2.68
C 2.61 2.22 -1.45
C 3.29 3.43 -1.36
C 4.03 3.74 -0.23
C 4.07 2.86 0.83
C 3.40 1.65 0.78
C 3.44 0.68 1.93
C 2.67 1.33 -0.37
N 1.97 0.12 -0.43
C 2.60 -1.02 -0.68
C 4.07 -1.08 -1.02
C 1.83 -2.20 -0.65
C 2.48 -3.53 -0.91
N 0.52 -2.07 -0.41
C -0.30 -3.21 -0.41
C -1.05 -3.50 -1.57
C -1.02 -2.52 -2.70
C -1.81 -4.65 -1.61
C -1.86 -5.50 -0.52
C -1.19 -5.17 0.65
C -0.41 -4.02 0.72
C 0.26 -3.61 2.00
H 1.70 2.69 -3.34
H 0.87 1.43 -2.40
H 2.38 1.05 -3.22
H 3.25 4.11 -2.20
H 4.57 4.67 -0.19
H 4.64 3.11 1.72
H 3.74 1.19 2.84
H 4.16 -0.12 1.74
H 2.46 0.21 2.08
H 4.51 -0.09 -0.99
H 4.22 -1.50 -2.02
H 4.59 -1.72 -0.31
H 2.86 -3.57 -1.94
H 1.77 -4.34 -0.79
H 3.32 -3.69 -0.25
H -0.06 -2.54 -3.22
H -1.17 -1.50 -2.30
H -1.81 -2.74 -3.42
H -2.37 -4.88 -2.50
H -2.43 -6.42 -0.57
H -1.27 -5.81 1.52
H -0.11 -4.20 2.83
H 0.04 -2.55 2.17
H 1.34 -3.72 1.94
C -3.86 -3.15 1.15
C -3.86 -1.68 1.56
C -4.80 -1.48 2.75
O -2.51 -1.35 1.94
B -1.88 -0.74 0.88
O -2.78 -0.48 -0.12
C -4.12 -0.74 0.34
C -4.93 -1.33 -0.81
C -4.74 0.60 0.75
H -3.48 -3.75 1.97
H -3.20 -3.29 0.30
H -4.86 -3.49 0.89
H -4.65 -2.30 3.45
H -5.84 -1.49 2.43
H -4.58 -0.55 3.26
H -4.44 -2.19 -1.25
H -5.04 -0.56 -1.57
H -5.92 -1.62 -0.46
H -4.22 1.02 1.61
H -5.80 0.49 0.97
H -4.62 1.30 -0.08
*
```

=====

Number 1: E_tot -2197.84656 Ha. Number 2: E_tot -7254.03866 Ha. Number 3: E_tot -2732.16585 Ha.